Record 1
{
  "formula": "C4H9NO2",
  "method": "ωB97M-V/def2-TZVPD",
  "elements": ["N", "C", "O", "C", "C", "C", "O", "H", "H", "H", "H", "H", "H", "H", "H", "H"],
  "positions_angstrom": [[0.05, 2.83, 1.07], [0.11, 1.91, 0.07], [0.19, 2.24, -1.10], [0.05, 0.45, 0.51], [0.50, -0.50, -0.60], [-0.31, -1.78, -0.67], [-0.11, -2.51, 0.52], [0.04, 3.80, 0.82], [-0.02, 2.57, 2.04], [0.64, 0.31, 1.43], [-0.99, 0.23, 0.79], [0.41, 0.03, -1.55], [1.56, -0.75, -0.47], [-1.37, -1.52, -0.80], [0.01, -2.36, -1.55], [-0.72, -3.27, 0.51]],
  "multiplicity": 1,
  "e_lumo_ev": 0.8626,
  "smiles": "NC(=O)CCCO",
  "e_above_lowest_kcal_mol": 13.74,
  "fmax_ha_per_bohr": 0.009,
  "homo_energy_ev": -9.9
}

---

Record 2
{
  "formula": "C4H9NO2",
  "method": "ωB97M-V/def2-TZVPD",
  "elements": ["C", "C", "N", "C", "C", "O", "O", "H", "H", "H", "H", "H", "H", "H", "H", "H"],
  "positions_angstrom": [[-0.79, 1.76, 2.19], [-0.05, 0.95, 1.08], [-1.12, 0.06, 0.52], [-0.52, -1.14, -0.13], [0.74, -0.87, -1.03], [0.23, -0.84, -2.31], [1.75, -0.38, -0.65], [-1.74, 2.11, 1.81], [-0.85, 1.19, 3.10], [-0.18, 2.62, 2.51], [0.26, 1.73, 0.39], [0.56, 0.22, 1.60], [-1.68, 0.50, -0.21], [-1.40, -1.56, -0.65], [-0.27, -1.92, 0.62], [1.06, -0.70, -2.82]],
  "multiplicity": 1,
  "e_lumo_ev": 0.7291,
  "smiles": "CCNCC(=O)O",
  "e_above_lowest_kcal_mol": 44.75,
  "fmax_ha_per_bohr": 0.090,
  "homo_energy_ev": -9.1
}

---

Record 3
{
  "formula": "C4H9NO2",
  "method": "ωB97M-V/def2-TZVPD",
  "elements": ["O", "C", "C", "N", "H", "H", "H", "H", "H", "C", "C", "O", "H", "H", "H", "H"],
  "positions_angstrom": [[2.51, 1.17, -1.11], [1.85, 0.18, -0.88], [2.20, -0.81, 0.20], [1.34, -0.48, 1.34], [0.91, 0.01, -1.43], [1.92, -1.81, -0.14], [3.28, -0.76, 0.40], [1.52, -1.10, 2.12], [1.55, 0.46, 1.68], [-1.80, -0.05, 0.32], [-2.59, 0.75, -0.37], [-3.35, 0.31, -1.42], [-1.23, 0.35, 1.15], [-1.68, -1.10, 0.11], [-2.65, 1.81, -0.14], [-3.78, 1.06, -1.83]],
  "multiplicity": 1,
  "e_lumo_ev": 0.8551,
  "smiles": "NCC=O.C=CO",
  "e_above_lowest_kcal_mol": 61.55,
  "fmax_ha_per_bohr": 0.008,
  "homo_energy_ev": -8.9
}

---

Record 4
{
  "formula": "C4H9NO2",
  "method": "ωB97M-V/def2-TZVPD",
  "elements": ["C", "C", "C", "C", "O", "O", "N", "H", "H", "H", "H", "H", "H", "H", "H", "H"],
  "positions_angstrom": [[-1.14, -0.07, -0.02], [2.33, -0.18, -1.04], [-1.19, -1.03, 1.17], [0.24, 0.52, -0.19], [1.04, -0.55, -0.60], [-2.00, 1.09, 0.17], [0.66, 1.69, -0.13], [-2.84, 0.80, 0.53], [-1.44, -0.58, -0.95], [-0.05, 2.36, 0.15], [2.88, 0.31, -0.23], [2.84, -1.10, -1.33], [2.27, 0.51, -1.89], [-0.89, -0.50, 2.08], [-2.20, -1.41, 1.30], [-0.51, -1.85, 1.00]],
  "multiplicity": 1,
  "e_lumo_ev": 0.8005,
  "smiles": "[H]/N=C(/OC)[C@@H](C)O",
  "e_above_lowest_kcal_mol": 35.48,
  "fmax_ha_per_bohr": 0.041,
  "homo_energy_ev": -10.1
}